(1)
{"formula": "C10H21AlCl2OP", "method": "wB97M-V/def2-TZVPD", "spin_multiplicity": 1, "orbital_gap_ev": [4.0, 3.5], "e_lumo_ev": [2.774, 2.775], "total_charge": -1, "homo_ev": [-1.1967, -0.7706], "elements": ["Al", "Cl", "Cl", "C", "H", "H", "C", "C", "H", "C", "H", "C", "H", "H", "C", "H", "H", "C", "H", "H", "H", "H", "C", "P", "C", "C", "O", "H", "H", "H", "H", "H", "H", "H", "H", "H"], "coordinates": [[-0.395, -0.811, 0.623], [-2.349, -1.596, 0.007], [0.556, -0.279, 2.574], [0.038, -2.724, 1.069], [0.472, -2.780, 2.077], [-0.772, -3.443, 0.916], [0.640, -0.012, -0.880], [0.882, -2.440, -0.063], [0.327, 1.027, -1.043], [0.766, -3.337, -1.280], [1.908, -2.078, 0.115], [1.547, -2.851, -2.507], [1.109, -4.373, -1.056], [-0.310, -3.412, -1.523], [1.130, -1.429, -2.891], [2.623, -2.891, -2.310], [1.356, -3.521, -3.355], [1.645, -0.390, -1.854], [1.558, -1.184, -3.869], [0.037, -1.377, -2.981], [2.512, -0.791, -1.309], [1.964, 0.514, -2.420], [0.438, 3.022, 1.282], [-1.246, 2.360, 1.358], [-1.780, 2.387, 3.080], [-2.314, 3.538, 0.499], [-1.358, 0.981, 0.723], [0.845, 2.824, 0.282], [1.047, 2.507, 2.026], [0.405, 4.101, 1.475], [-1.720, 3.410, 3.479], [-2.823, 2.037, 3.126], [-1.142, 1.709, 3.658], [-2.025, 3.580, -0.555], [-3.349, 3.190, 0.579], [-2.221, 4.534, 0.947]], "mulliken_charge": [0.42, -0.47, -0.46, -1.65, 0.30, 0.34, -0.35, 0.10, 0.12, -0.51, 0.61, -0.80, 0.26, 0.25, -0.58, 0.37, 0.36, -0.79, 0.40, 0.30, 0.30, 0.36, -1.08, 0.95, -1.10, -1.20, -0.50, 0.34, 0.32, 0.40, 0.36, 0.32, 0.28, 0.32, 0.33, 0.37]}

---

(2)
{"formula": "C10H21Cl2NO5P2", "method": "wB97M-V/def2-TZVPD", "spin_multiplicity": 1, "orbital_gap_ev": 8.7, "smiles": "CC(=O)OCCCCCC[PH2](OC#N)P(O)O.ClCCl", "e_lumo_ev": 0.119, "homo_ev": -8.5975, "elements": ["C", "C", "O", "O", "C", "C", "C", "C", "C", "C", "P", "O", "C", "N", "P", "O", "O", "H", "H", "H", "H", "H", "H", "H", "H", "H", "H", "H", "H", "H", "H", "H", "H", "H", "H", "H", "C", "Cl", "Cl", "H", "H"], "coordinates": [[0.685, -2.265, -0.220], [2.139, -1.606, -0.241], [2.942, -1.937, 0.688], [2.642, -0.711, -1.229], [1.902, 0.542, -1.269], [2.570, 1.687, -0.365], [2.202, 1.617, 1.197], [0.657, 2.078, 1.442], [-0.253, 0.953, 2.146], [-1.371, 0.294, 1.187], [-2.941, 1.331, 0.975], [-3.434, 0.819, 2.602], [-4.317, -0.298, 2.514], [-4.668, -1.449, 2.332], [-2.413, 1.737, -1.119], [-1.566, 3.248, -1.252], [-3.809, 1.950, -2.112], [0.759, -3.413, -0.337], [-0.037, -1.875, -1.014], [0.212, -2.077, 0.806], [1.896, 0.874, -2.380], [0.814, 0.394, -0.948], [2.226, 2.710, -0.785], [3.706, 1.598, -0.457], [2.894, 2.374, 1.736], [2.431, 0.597, 1.689], [0.248, 2.462, 0.446], [0.723, 2.957, 2.194], [-0.797, 1.419, 3.056], [0.398, 0.104, 2.591], [-0.993, 0.016, 0.145], [-1.676, -0.702, 1.693], [-4.154, 0.687, 0.491], [-2.952, 2.720, 1.352], [-1.995, 3.936, -0.686], [-4.566, 1.444, -1.717], [2.114, -4.875, -3.084], [1.292, -3.325, -3.302], [1.120, -6.000, -2.151], [2.317, -5.309, -4.062], [3.051, -4.707, -2.553]], "mulliken_charge": [-0.76, 0.80, -0.58, -0.32, 0.23, -0.86, -0.63, -0.22, -0.65, -0.27, 0.18, -0.38, 0.33, -0.41, 0.23, -0.46, -0.48, 0.20, 0.32, 0.15, 0.30, -0.21, 0.34, 0.35, 0.32, 0.33, 0.12, 0.36, 0.26, 0.37, -0.09, 0.45, 0.02, 0.04, 0.30, 0.32, -0.29, -0.12, -0.16, 0.32, 0.25]}

---

(3)
{"formula": "C10H21N2O3", "method": "wB97M-V/def2-TZVPD", "spin_multiplicity": 1, "orbital_gap_ev": 10.1, "e_lumo_ev": -2.563, "total_charge": 1, "homo_ev": -12.6809, "elements": ["C", "C", "O", "C", "C", "O", "C", "C", "C", "N", "C", "C", "C", "N", "H", "H", "H", "H", "H", "H", "H", "H", "H", "H", "H", "H", "H", "H", "H", "H", "H", "H", "H", "O", "H", "H"], "coordinates": [[0.901, -2.407, 0.130], [2.222, -2.320, -0.658], [2.398, -1.034, -1.242], [3.394, -0.205, -0.665], [2.766, 0.898, 0.164], [2.362, 1.938, -0.717], [1.092, 2.467, -0.435], [0.043, 1.447, -0.753], [-1.078, 1.078, -0.054], [-1.678, 0.064, -0.769], [-2.910, -0.672, -0.427], [-3.330, -0.393, 1.002], [-0.940, -0.196, -1.843], [0.104, 0.628, -1.845], [1.069, -2.699, 1.161], [0.454, -1.412, 0.135], [0.199, -3.083, -0.345], [3.073, -2.590, -0.038], [2.186, -3.030, -1.482], [3.927, 0.275, -1.485], [4.131, -0.761, -0.087], [1.914, 0.491, 0.711], [3.485, 1.269, 0.897], [0.969, 2.758, 0.610], [0.980, 3.357, -1.047], [-1.473, 1.460, 0.868], [-2.670, -1.730, -0.516], [-3.688, -0.450, -1.151], [-2.560, -0.786, 1.663], [-3.441, 0.666, 1.198], [-4.247, -0.932, 1.208], [-1.130, -0.962, -2.570], [0.864, 0.636, -2.509], [-2.934, 1.782, 3.454], [-3.886, 1.918, 3.501], [-2.567, 2.530, 3.936]], "mulliken_charge": [-0.49, -0.45, -0.31, -0.80, -0.22, -0.41, -0.68, -0.03, -0.45, 0.25, -0.26, -1.34, -0.46, 0.23, 0.38, -0.18, 0.28, 0.30, 0.36, 0.33, 0.39, 0.20, 0.46, 0.37, 0.32, 0.65, 0.36, 0.35, 0.36, 0.29, 0.43, 0.42, 0.33, -0.62, 0.32, 0.30]}

---

In the order shown, the computed DFT total energy values come out to -53691.310 -66056.088 -19826.813 eV.